{
  "formula": "C19H52O7",
  "method": "ωB97M-V with the def2-TZVPD basis set",
  "homo_energy_ev": -9.9,
  "smiles": "CC(C)O.CC(C)O.CC(C)O.CC(C)O.CC(C)O.CC(C)O.CO",
  "e_above_lowest_ev": 2.660,
  "total_energy_ha": -1281.67952,
  "elements": ["C", "O", "H", "H", "H", "H", "C", "C", "C", "O", "H", "H", "H", "H", "H", "H", "H", "H", "C", "C", "C", "O", "H", "H", "H", "H", "H", "H", "H", "H", "C", "C", "C", "O", "H", "H", "H", "H", "H", "H", "H", "H", "C", "C", "C", "O", "H", "H", "H", "H", "H", "H", "H", "H", "C", "C", "C", "O", "H", "H", "H", "H", "H", "H", "H", "H", "C", "C", "C", "O", "H", "H", "H", "H", "H", "H", "H", "H"],
  "coordinates": [[-0.5805, -0.7773, 0.6342], [-1.4355, 0.0447, 1.4493], [-0.4063, -1.7653, 1.0603], [-0.9009, -0.7473, -0.4072], [0.4234, -0.3599, 0.7117], [-1.4521, 0.9178, 1.0507], [-2.8195, -4.1352, 4.9782], [-2.8315, -2.9155, 5.9738], [-2.6340, -3.3773, 7.5165], [-1.7780, -1.9951, 5.6415], [-1.8688, -4.6683, 4.9873], [-3.0453, -3.7505, 3.9836], [-3.6730, -4.7759, 5.2000], [-3.7758, -2.3835, 5.8579], [-2.4546, -2.5267, 8.1741], [-1.8344, -4.1088, 7.6330], [-3.5514, -3.8018, 7.9243], [-1.9229, -1.7872, 4.7155], [0.4052, 0.3424, -6.0138], [1.7847, 0.8434, -5.5994], [1.9565, 0.7428, -4.0501], [2.7289, -0.0172, -6.1855], [0.2664, -0.7177, -5.8015], [0.2673, 0.5209, -7.0802], [-0.2487, 1.0134, -5.4568], [1.9404, 1.8780, -5.9052], [1.2453, 1.4217, -3.5796], [2.8936, 1.1566, -3.6776], [1.6967, -0.2487, -3.6793], [2.4374, -0.9179, -6.0267], [3.9378, 6.5087, 0.2996], [2.9140, 5.3508, 0.2984], [2.9825, 4.4107, 1.5236], [1.6449, 5.9543, 0.2120], [3.8108, 7.1515, 1.1707], [3.9440, 7.0358, -0.6544], [4.9424, 6.1159, 0.4567], [3.0518, 4.7710, -0.6143], [2.8178, 4.9474, 2.4579], [3.8950, 3.8158, 1.5633], [2.1136, 3.7528, 1.5107], [1.6184, 6.8306, -0.1791], [6.8941, -1.8002, 2.4095], [5.8902, -1.7876, 1.2241], [6.3903, -1.1687, -0.1046], [5.5511, -3.0864, 0.8536], [6.4826, -2.2702, 3.3028], [7.2071, -0.7993, 2.7068], [7.7916, -2.3342, 2.0975], [4.9729, -1.2538, 1.4723], [7.3452, -1.5065, -0.5073], [6.3089, -0.0835, -0.0426], [5.6953, -1.4728, -0.8873], [5.9515, -3.6875, 1.4860], [-3.0240, 5.2002, -2.5697], [-3.3974, 4.2234, -1.4715], [-4.3313, 3.1315, -2.0292], [-2.1772, 3.6882, -0.9645], [-2.3650, 5.9735, -2.1749], [-3.8989, 5.7057, -2.9787], [-2.5503, 4.8283, -3.4781], [-3.8882, 4.6944, -0.6198], [-5.3343, 3.5504, -2.1112], [-4.4785, 2.3221, -1.3142], [-4.0249, 2.8238, -3.0290], [-1.6613, 4.4409, -0.6663], [-4.8748, -3.6980, -0.7918], [-4.8096, -5.2152, -1.2329], [-3.3840, -5.6706, -1.4782], [-5.3810, -5.9941, -0.1868], [-5.8951, -3.3149, -0.8087], [-4.3241, -3.0964, -1.5150], [-4.4206, -3.5541, 0.1885], [-5.4498, -5.3081, -2.1102], [-2.7407, -5.0007, -2.0487], [-3.4261, -6.6234, -2.0059], [-2.8470, -5.8792, -0.5529], [-6.3017, -5.7269, -0.1356]],
  "forces_ev_per_angstrom": [[0.7253, 1.2072, 0.5704], [-0.0170, -0.8890, -0.0499], [-0.9639, -0.0994, -0.0879], [-0.0146, -0.5006, 0.0322], [0.2597, 0.2235, -0.4362], [-0.0196, 0.0745, -0.0450], [-0.6410, 1.2814, 0.8279], [0.9358, -1.3342, 1.1463], [-0.5571, 0.7278, -1.5764], [-0.3557, -0.5312, 0.3341], [-0.1360, 0.0107, 0.0653], [0.3208, 0.0250, -0.2086], [0.2108, -0.3170, 0.2121], [-0.2343, -0.1073, 0.2280], [0.3258, 0.1895, -0.3164], [0.0528, 0.1163, -0.1846], [-0.1236, -0.2778, -0.3698], [0.2099, 0.2446, -0.1907], [0.2815, 1.5629, 0.0734], [-0.1823, -1.6434, 1.6513], [-0.9147, 1.2934, -0.4430], [1.1613, 0.2898, -0.8273], [-0.1175, 0.1205, 0.2728], [-0.0871, -0.1178, -0.0048], [-0.7876, -0.5268, -0.0942], [0.2304, -0.1704, -0.3016], [-0.4365, 0.0262, 0.0244], [0.3736, -0.6643, -0.3116], [0.4494, -0.1150, -0.0523], [0.0242, -0.0512, 0.0297], [0.6653, -1.2634, 0.5738], [0.9703, 1.1056, 0.0103], [-0.8835, 0.5900, -0.3273], [-1.6941, -0.5336, 0.5850], [-0.4761, 0.2697, -0.2136], [-0.1832, 0.1921, 0.1568], [0.1887, -0.1626, -0.2757], [0.2223, -0.2811, -0.0473], [0.4630, 0.3388, 0.0027], [-0.0243, 0.1565, -0.0839], [0.1004, -0.3030, -0.3624], [0.6083, -0.1203, -0.0353], [-0.3162, 0.4196, -0.7739], [1.1885, 0.7407, -0.6415], [-0.5909, 0.4617, 0.2928], [-0.3099, -1.5739, 0.3286], [-0.1758, -0.1351, -0.0998], [-0.0836, 0.0937, -0.1374], [0.0554, -0.1062, 0.0167], [-0.0587, 0.1261, 0.3525], [0.3037, 0.0718, 0.6500], [0.4601, 0.1322, -0.1222], [-0.3185, 0.0016, 0.1513], [-0.1633, -0.2278, -0.0197], [-0.6017, 1.1718, -0.2520], [0.1965, -0.5740, -0.8402], [0.0327, 0.5840, 0.6609], [-0.0660, -0.8204, 0.0841], [0.0278, 0.1385, 0.0399], [-0.2687, 0.2044, 0.2763], [0.2290, -0.8024, 0.3979], [-0.2899, 0.4136, -0.1955], [-0.0002, 0.2886, -0.2143], [0.4734, -0.2773, -0.2191], [0.1153, -0.3665, 0.2301], [0.2230, -0.0108, 0.0753], [0.3692, -0.8659, -0.8258], [-0.0642, 2.2066, 0.9879], [-0.0020, -0.8505, -0.0627], [0.1969, -0.3856, -0.1421], [-0.1073, -0.1491, 0.2323], [0.0967, 0.0791, -0.0277], [-0.0870, -0.1058, 0.0162], [0.2673, -0.1500, -0.3732], [-0.4392, 0.2326, -0.1234], [0.1472, -0.0680, -0.0976], [-0.2558, 0.1598, 0.2551], [-0.1139, -0.0941, 0.1691]],
  "lowdin_charge": [-0.149, -0.135, 0.076, 0.075, 0.067, 0.063, -0.058, -0.426, -0.041, -0.070, 0.077, 0.063, 0.071, 0.119, 0.063, 0.067, 0.061, 0.073, -0.065, -0.490, -0.059, -0.060, 0.082, 0.080, 0.077, 0.137, 0.064, 0.074, 0.077, 0.082, -0.062, -0.486, -0.046, -0.067, 0.081, 0.077, 0.072, 0.124, 0.077, 0.077, 0.071, 0.082, -0.049, -0.491, -0.059, -0.055, 0.075, 0.075, 0.079, 0.126, 0.077, 0.070, 0.071, 0.081, -0.073, -0.485, -0.050, -0.062, 0.073, 0.078, 0.082, 0.132, 0.075, 0.076, 0.078, 0.077, -0.054, -0.477, -0.061, -0.059, 0.066, 0.066, 0.075, 0.126, 0.077, 0.075, 0.082, 0.083]
}

=====

{
  "formula": "C19H53MgN8O9",
  "method": "ωB97M-V with the def2-TZVPD basis set",
  "homo_energy_ev": -10.9,
  "charge": 1,
  "total_energy_ha": -2071.00226,
  "elements": ["Mg", "O", "C", "O", "O", "H", "C", "O", "N", "N", "H", "H", "H", "H", "C", "O", "N", "N", "H", "H", "H", "H", "C", "C", "C", "O", "C", "N", "H", "H", "H", "H", "H", "H", "H", "H", "H", "H", "H", "C", "C", "C", "O", "C", "N", "H", "H", "H", "H", "H", "H", "H", "H", "H", "H", "H", "C", "C", "C", "O", "C", "N", "H", "H", "H", "H", "H", "H", "H", "H", "H", "H", "H", "C", "C", "C", "O", "C", "N", "H", "H", "H", "H", "H", "H", "H", "H", "H", "H", "H"],
  "coordinates": [[-0.3194, -0.3812, -2.4720], [2.0789, -0.1581, 0.1962], [1.1996, -0.2818, -0.7430], [0.6572, -1.4057, -0.9428], [1.0921, 0.6573, -1.6252], [2.0201, -0.8961, 0.8495], [2.6013, 4.1009, -0.0411], [1.7918, 4.7926, -0.6752], [3.3198, 4.6345, 0.9534], [2.7860, 2.7831, -0.3033], [3.9113, 4.0094, 1.4872], [3.1640, 5.5076, 1.3372], [3.3069, 2.1482, 0.2762], [2.1293, 2.2622, -0.8793], [-3.1230, 0.6281, -1.2592], [-2.0156, 0.1081, -1.6026], [-3.1827, 1.8533, -0.8370], [-4.1912, -0.2106, -1.3857], [-4.1016, 2.1240, -0.5045], [-2.3296, 2.4959, -0.7420], [-5.1302, 0.0691, -1.0429], [-4.0577, -1.2318, -1.4372], [3.5162, -1.7591, 3.7776], [2.2569, -0.9326, 3.5024], [2.3721, 0.5859, 3.2808], [3.6730, 1.0989, 3.4771], [3.9299, 1.3877, 4.8477], [1.6009, -1.4699, 2.2156], [3.2737, -2.5125, 4.4647], [4.3239, -1.1931, 4.2118], [3.8048, -2.1665, 2.8274], [1.4848, -1.1404, 4.3416], [1.5560, 1.0772, 3.8850], [2.1878, 0.7748, 2.2659], [4.0478, 0.3705, 5.4012], [3.0233, 1.8834, 5.2228], [4.7705, 1.9948, 4.9284], [0.6252, -1.2554, 2.3182], [1.7515, -2.4410, 2.3843], [-2.3645, 4.4370, -2.8259], [-1.2518, 3.3637, -2.5584], [0.0365, 3.4866, -3.3379], [-0.2320, 3.2026, -4.7220], [0.5596, 3.6781, -5.7158], [-1.0067, 3.1900, -1.1860], [-3.3441, 4.1957, -2.4225], [-2.4840, 4.5825, -3.9214], [-2.1150, 5.3654, -2.4220], [-1.6911, 2.3742, -2.9137], [0.6527, 2.6454, -2.9781], [0.5941, 4.4015, -3.2115], [1.4255, 3.0258, -5.9410], [0.9816, 4.6921, -5.4398], [-0.1006, 3.7048, -6.6064], [-0.4826, 3.9403, -0.7443], [-0.3945, 2.3666, -1.0087], [0.4451, -3.6467, 5.7773], [-1.0130, -3.8586, 5.9632], [-1.7151, -4.5795, 4.8309], [-1.6565, -3.7962, 3.6676], [-2.8103, -2.9246, 3.5250], [-1.2216, -4.4028, 7.2968], [0.6936, -3.0378, 4.9064], [0.9275, -4.6388, 5.7405], [0.8817, -3.1940, 6.6583], [-1.4662, -2.8674, 6.0064], [-2.7729, -4.8392, 5.0465], [-1.2097, -5.5147, 4.5444], [-2.5491, -2.2969, 2.6931], [-3.0671, -2.4186, 4.4198], [-3.6877, -3.4980, 3.1596], [-0.7499, -5.2702, 7.4451], [-2.2012, -4.6715, 7.4107], [-1.5089, -0.6247, -6.8237], [-1.3364, -0.6108, -5.3061], [-0.8784, -1.9789, -4.8711], [-0.9490, -2.0325, -3.5007], [-0.6666, -3.3088, -2.9211], [-0.3423, 0.2658, -4.5824], [-1.9993, 0.2358, -7.2111], [-2.0150, -1.5208, -7.1292], [-0.4980, -0.6441, -7.2708], [-2.3739, -0.4665, -4.8159], [0.1648, -2.0286, -5.2925], [-1.3939, -2.8001, -5.4034], [-0.9816, -3.3337, -1.9245], [0.4386, -3.4450, -2.8741], [-1.1694, -4.1846, -3.4669], [-0.4979, 1.2902, -4.7391], [0.5909, 0.0783, -4.9624]],
  "forces_ev_per_angstrom": [[-1.0114, 0.0038, -0.1992], [0.3673, 2.0664, -1.0223], [1.8592, -0.9217, -1.4487], [-1.1018, 0.3591, -0.1411], [-0.3110, 0.2569, 0.9223], [-0.2082, -0.7439, 1.1124], [-1.6361, 0.6724, -0.8853], [0.0497, -0.5060, 0.0450], [1.8483, -2.4388, 0.6164], [-0.0010, -0.9173, -0.2511], [-0.1220, 0.3229, -0.0524], [-0.6047, 1.8312, 0.2903], [0.2149, 0.3302, 0.3202], [0.1061, 0.5995, -0.0821], [1.6274, -2.5445, -0.8284], [0.2874, 0.2945, -0.1467], [-2.1885, 0.4704, 0.8618], [-1.9928, 0.0730, 0.7242], [0.3667, 0.3846, -0.0068], [-0.0376, -0.0829, -0.2326], [1.2083, -0.2451, -0.3992], [0.3077, 1.2647, -0.0431], [-0.5169, 1.5140, -0.7087], [-1.9197, -0.1962, 0.4167], [0.2466, -0.2409, 1.3675], [-0.1550, 0.5071, 0.3684], [-2.1656, -2.8923, 0.2387], [1.2441, 0.0195, 2.2886], [-0.2939, -1.3596, 0.7921], [0.2492, 0.2410, -0.1723], [0.6392, -0.3727, -0.3218], [1.3114, 0.4581, -1.1309], [1.0295, 0.0167, -0.3221], [-0.4714, 0.3086, -1.3359], [0.0184, 1.9021, -0.4581], [0.4256, 0.0784, 0.3908], [1.4935, 0.8841, 0.1565], [-0.6208, -0.3106, -0.2366], [-0.6823, -1.1521, -0.5211], [0.5572, -1.4853, -1.4604], [-1.9225, -0.4209, -2.1759], [0.4584, -1.1652, -0.8637], [-1.8853, -0.7447, 1.9017], [1.3772, 1.4286, -1.1851], [1.3339, -0.7763, 2.6403], [0.0587, -0.4736, 0.1019], [0.1033, -0.1830, 0.6352], [0.7120, 1.6335, 0.7434], [0.3542, 1.0213, 0.2451], [0.2385, 0.4568, 0.1119], [0.0350, 0.5154, 0.0584], [-0.1807, 0.1044, 0.1146], [-0.5252, -0.8449, -0.6200], [0.6962, 0.3746, 0.2406], [-0.0700, 0.4300, -0.2191], [-0.4334, 0.6005, -0.4136], [1.1323, -0.7934, -0.2039], [-0.9502, 0.6599, 0.8460], [0.0776, -0.8664, -0.4218], [-1.0936, 1.1388, -0.5154], [0.6674, -2.0262, -1.4648], [-1.1951, -0.2106, 0.1649], [-0.0446, -0.3148, -0.0497], [0.0850, 0.2765, -0.4421], [-0.1125, 0.3944, 0.2113], [-0.2014, 0.2350, -0.0887], [0.4550, 0.1617, 0.2658], [-0.0091, 0.0392, 0.4306], [0.0783, 0.8022, -0.0420], [-0.0716, 0.7149, 0.8441], [0.3125, -0.0018, 0.4554], [0.7648, -0.5809, -0.0811], [0.1343, 0.3704, 0.0697], [2.0457, 0.4805, 0.5088], [-1.8161, -0.3055, 1.4178], [0.8688, -0.2343, -2.6888], [-0.2394, -1.0067, 1.3757], [1.0691, -1.6367, -1.5959], [-0.6092, 0.9047, -0.8839], [-0.5132, 0.6882, -0.2133], [-0.3973, -0.3311, -0.0963], [-0.3598, -0.0614, -0.0645], [1.5776, 0.1662, -0.6247], [-0.3051, -0.3741, 0.7603], [-0.2373, 0.2853, 0.6951], [-0.7247, 0.3352, 1.4443], [-0.7099, -0.1475, -0.3326], [0.7132, 1.4946, 0.4602], [0.0684, -0.7464, 0.0964], [-0.2276, 0.0841, -0.0580]],
  "lowdin_charge": [0.704, 0.116, -0.737, 0.000, -0.084, 0.033, -0.670, -0.012, 0.176, 0.179, 0.107, 0.084, 0.089, 0.062, -0.613, -0.070, 0.196, 0.163, 0.128, 0.065, 0.125, 0.128, -0.023, -0.324, -0.201, -0.195, -0.079, 0.054, 0.058, 0.064, 0.086, 0.137, 0.140, 0.077, 0.113, 0.090, 0.065, 0.101, 0.085, -0.009, -0.418, -0.145, -0.247, -0.133, 0.032, 0.065, 0.092, 0.055, 0.136, 0.112, 0.129, 0.089, 0.114, 0.102, 0.104, 0.099, -0.066, -0.473, -0.222, -0.203, -0.076, 0.044, 0.051, 0.095, 0.084, 0.132, 0.129, 0.133, 0.072, 0.071, 0.094, 0.063, 0.079, -0.031, -0.368, -0.246, -0.239, -0.037, 0.061, 0.072, 0.080, 0.098, 0.178, 0.157, 0.146, 0.072, 0.117, 0.134, 0.091, 0.117]
}

=====

Kohn-Sham gap list, top to bottom, in eV: 10.28; 8.93